1.
Entry from the OMol25 dataset: C40H45AuBrNO3Si2 as an isolated structure (the ωB97M-V functional and the def2-TZVPD basis).

Properties
LUMO level (spin up / spin down)   0.15990 / 0.15990 hartree
Highest occupied orbital energy (spin up / spin down)   -0.85 / -0.85 eV
Net charge   -2
HOMO-LUMO gap (spin up / spin down)   5.20 / 5.20 eV
F_max   0.70 eV/Å
Relative energy (zero: lowest compared OMol25 entry of this formula, charge and spin)   0.0 kJ/mol

```
93
Properties=species:S:1:pos:R:3:forces:R:3:mulliken_charge:R:1
H -0.596 0.203 -5.098 0.01 0.00 0.01 0.4185
C -4.988 -0.513 1.998 0.01 0.00 0.02 -0.0076
H 4.860 -0.775 -0.365 -0.01 0.01 -0.01 0.2968
H 3.715 -1.591 -1.440 0.01 -0.01 0.00 0.1443
C -6.025 0.161 2.634 -0.02 0.03 0.00 -0.8429
N 1.857 0.162 0.421 0.02 -0.21 -0.16 0.6995
C 2.448 1.368 0.226 0.02 0.08 -0.01 0.2489
H -4.511 3.581 2.604 0.01 0.00 0.01 0.4760
C 3.686 1.734 0.817 0.00 -0.01 0.01 0.2164
Si 2.698 -1.289 0.798 0.00 -0.07 -0.01 0.6151
H 2.775 -1.245 3.319 -0.01 0.01 0.00 0.2170
C -2.236 -1.058 -5.685 0.00 0.00 0.00 -0.5833
H -2.987 -1.714 -1.882 -0.01 -0.01 0.02 -0.0007
H 1.877 -3.582 1.281 0.04 0.00 -0.03 0.4945
H -2.117 -2.551 0.152 0.01 -0.01 -0.02 -0.0908
H 3.938 -2.380 2.635 -0.01 0.00 0.01 0.4594
H 4.310 -0.657 2.679 0.00 -0.01 -0.01 0.4054
Br 0.944 -1.136 -3.059 0.04 0.01 0.01 -0.0705
C -0.774 -3.881 -2.720 -0.02 -0.01 -0.05 0.0384
C -2.496 3.271 -2.282 -0.01 0.03 0.00 -0.3971
C -3.351 -0.799 0.038 -0.01 -0.08 0.00 4.2148
C -0.681 3.638 -0.210 0.00 0.03 0.00 0.4177
H 0.018 3.751 0.609 0.00 -0.01 0.00 0.3548
H -4.803 3.593 5.070 0.00 0.00 0.00 0.3455
C 4.269 2.977 0.660 -0.01 0.01 -0.01 -0.9919
H -6.580 2.566 0.330 0.00 0.00 0.00 0.3691
H -2.792 -4.154 -4.428 0.00 0.00 0.00 0.4059
Si -0.488 0.506 2.691 -0.02 -0.06 0.06 0.5565
C -2.854 -2.288 -5.494 -0.01 0.02 -0.02 -0.5504
H 4.607 -2.523 -0.230 0.00 0.00 0.00 0.3447
C -0.411 -1.093 3.709 0.03 -0.01 0.04 -1.2860
C -3.810 -1.197 -1.386 0.00 0.00 0.02 -1.6519
C 1.504 -2.721 0.717 -0.01 0.00 -0.03 -0.8254
H 1.299 -3.040 -0.307 -0.03 0.01 -0.01 -0.0220
H 0.490 -1.654 3.451 0.01 -0.01 -0.01 0.1898
H -7.420 1.795 2.538 0.00 0.00 0.00 0.3878
H 4.177 1.006 1.449 -0.01 0.00 -0.01 0.1341
H -1.487 0.926 5.452 0.00 0.00 0.00 0.2092
Au -0.331 0.007 0.384 -0.10 0.60 0.35 -0.6946
H -3.279 2.239 6.482 0.00 0.00 0.00 0.3722
H -2.630 -0.346 -6.401 0.00 0.00 0.00 0.3560
H -4.539 -1.366 2.488 -0.01 0.01 0.00 0.3150
H -3.743 -2.791 0.824 0.02 0.00 -0.02 0.5456
C -2.838 2.245 2.657 0.04 -0.04 -0.05 0.1350
C -2.822 4.114 -1.221 -0.01 -0.01 -0.01 -0.4393
H -4.735 1.392 -0.768 0.00 0.00 0.00 0.1910
H -0.382 -0.886 4.784 0.02 -0.01 0.00 0.4539
H -2.511 1.179 -0.287 -0.06 -0.03 0.04 -0.8654
O 0.774 2.070 -1.356 0.06 0.06 -0.08 -0.2630
C 4.109 -1.568 -0.421 0.01 0.00 -0.01 -1.0874
H 0.963 2.542 2.840 0.01 -0.01 -0.02 0.2695
C -1.213 -2.878 -3.801 -0.03 0.04 -0.04 0.2976
H -4.680 -1.861 -1.330 -0.01 0.00 -0.01 0.5634
H 1.928 1.084 3.039 0.00 -0.01 -0.01 0.2376
H -3.741 -2.546 -6.062 0.00 0.00 0.00 0.3437
C 0.974 1.547 3.293 -0.01 0.03 0.04 -1.2171
C -4.009 3.012 4.615 -0.01 0.02 -0.04 -0.7252
H 0.913 1.673 4.380 0.02 0.01 0.00 0.4519
H -4.078 -0.324 -1.984 0.01 0.00 -0.01 0.3005
H 1.966 4.351 -1.387 -0.01 -0.01 -0.01 0.4036
C -2.181 0.141 -0.165 0.15 -0.12 -0.27 -0.0623
C -6.616 1.265 2.040 0.00 -0.03 0.03 -0.5087
C 2.465 3.634 -0.744 0.03 0.01 -0.01 -0.2575
H -2.528 -1.873 1.740 0.00 0.00 -0.02 0.1452
C -1.963 1.476 3.425 -0.03 0.03 -0.02 0.5749
C -1.277 2.621 -2.315 0.01 -0.01 0.00 -0.4169
H -1.024 1.922 -3.102 0.00 0.00 0.01 0.3366
C -2.334 -3.183 -4.574 0.02 -0.01 0.02 -0.3187
C 3.660 3.958 -0.113 -0.01 -0.01 0.00 -0.6175
H -2.737 2.227 1.577 0.00 0.02 0.03 0.4221
H 0.527 -2.455 1.131 0.02 -0.02 0.06 0.0828
H -1.264 -1.743 3.510 0.00 0.03 0.01 0.3656
C -1.908 4.289 -0.193 0.02 -0.01 0.01 -0.7594
C -0.609 -1.646 -4.019 -0.02 -0.01 0.00 0.4729
C -2.910 -2.084 0.738 -0.04 0.03 0.01 -1.8589
C -3.157 2.251 5.404 0.02 -0.01 0.01 -0.7114
H -6.363 -0.176 3.607 0.00 0.00 0.00 0.3653
H 5.209 3.186 1.160 0.00 0.00 0.00 0.3890
H 4.103 4.938 -0.237 0.00 0.00 0.00 0.3526
C -1.102 -0.743 -4.953 -0.01 -0.01 0.00 -0.6303
C 1.886 2.390 -0.587 -0.05 -0.04 0.05 -0.4415
C -6.143 1.695 0.806 0.00 0.00 -0.03 -0.9672
C -0.365 2.806 -1.278 -0.02 -0.04 0.04 -0.0972
O -0.486 -5.022 -3.131 -0.02 0.04 0.01 -0.7995
H -3.784 4.609 -1.189 0.00 0.00 0.00 0.4156
C -2.146 1.504 4.812 -0.02 0.00 0.02 -0.6220
C 3.507 -1.380 2.520 -0.03 -0.01 0.02 -1.2452
O -0.817 -3.417 -1.566 0.04 -0.18 0.03 -0.5414
H -2.157 4.916 0.655 0.00 0.00 0.00 0.3551
C -5.105 1.024 0.182 -0.04 0.01 -0.01 0.2338
C -4.506 -0.101 0.758 0.03 -0.01 0.01 -0.8292
C -3.842 3.009 3.237 -0.02 0.00 0.02 -0.4893
H -3.210 3.101 -3.080 0.00 0.00 0.00 0.3790
```
Positions in Å, forces in eV/Å.

***

2.
Entry from the OMol25 dataset: C40H45BFI2N7O7S as an isolated structure in a non-equilibrium geometry (the ωB97M-V functional and the def2-TZVPD basis).

Properties
LUMO level   0.00068 hartree
Highest occupied orbital energy   -8.74 eV
HOMO-LUMO gap   8.76 eV
F_max   1.80 eV/Å

```
104
Properties=species:S:1:pos:R:3:forces:R:3:mulliken_charge:R:1
H 4.476 -0.589 0.717 0.24 -0.15 0.10 0.5467
H -7.804 -11.239 -2.482 0.00 0.00 0.00 0.3676
H 7.778 8.109 0.071 0.02 0.01 -0.01 0.3598
C -5.800 7.882 -1.286 -0.04 0.04 -0.07 -0.2181
H 1.620 -2.796 -0.085 0.01 -0.07 0.30 -0.4787
C -5.878 7.198 -0.082 0.02 0.00 0.00 -0.3809
C -4.627 -6.622 1.967 -0.03 0.00 0.05 -0.1702
H -4.592 -12.239 0.168 0.00 -0.04 -0.05 0.3545
H 3.490 7.901 -0.038 -0.01 0.00 -0.08 0.3210
H -2.617 8.315 -1.665 0.04 -0.03 0.04 0.3959
H -4.715 6.366 1.522 0.00 -0.01 0.00 0.3923
C -0.503 6.503 2.471 -0.03 0.03 0.05 -0.1906
C 4.442 8.198 -0.457 0.01 -0.01 0.07 0.0048
H -5.946 -12.781 -1.846 0.02 -0.01 0.01 0.3453
H -8.208 -9.222 -1.069 0.00 0.02 0.01 0.3476
C 0.116 -2.581 -1.631 -0.19 0.37 0.18 0.1977
C -3.666 -7.374 1.310 0.02 -0.03 0.04 -0.3679
C 5.635 7.909 0.186 0.02 -0.01 0.02 -0.3637
F -2.412 -2.304 0.830 -0.05 0.17 -0.32 -0.2364
N -4.657 8.274 -1.841 0.00 -0.02 0.04 -0.5520
N 1.800 2.647 -0.842 -0.18 -0.56 -0.35 -0.5547
H 0.242 -2.567 1.243 0.15 -0.08 -0.19 0.6289
C -0.007 -0.719 0.083 -1.46 0.02 -0.12 1.5313
H 8.472 -3.756 -0.994 0.01 0.00 0.00 0.3813
H 1.939 5.189 0.554 0.00 -0.03 0.07 0.6022
N 5.632 9.281 -2.237 -0.01 -0.02 0.03 -0.5663
H -5.545 -4.676 2.086 -0.01 0.02 -0.02 0.3697
S -0.475 1.408 1.317 0.22 0.27 1.76 1.2694
C -0.181 -1.578 1.360 0.21 -0.20 -0.37 -0.5282
O -0.819 1.149 2.678 -0.23 -0.46 -0.21 -0.7497
C 0.408 8.023 0.881 0.03 0.08 -0.08 -0.1063
C -6.599 -9.704 0.266 0.09 0.02 0.11 -0.0784
C -4.027 -4.790 0.569 -0.10 0.09 0.00 -0.2053
C 2.616 -0.353 -0.204 0.29 0.54 0.83 -1.1788
H -2.067 -0.860 2.206 -0.13 0.28 -0.23 0.2992
C 0.375 5.549 1.988 0.03 0.00 0.05 -0.3330
O -0.731 2.739 0.888 0.15 -0.12 -1.05 -0.5902
C 1.214 -3.320 -0.930 -0.04 -0.24 -0.79 -0.9732
O 0.617 1.131 -2.401 -0.02 -0.46 0.47 -0.6125
N -3.101 -5.497 -0.069 0.11 -0.11 -0.04 -0.4094
C -5.404 -11.591 -0.143 0.11 -0.04 0.09 -0.1867
C 7.017 -2.967 -2.365 -0.01 0.00 0.02 -0.5208
C 3.455 -0.506 1.074 0.30 -0.33 -0.50 -1.0806
N -5.606 -10.519 0.620 -0.08 0.04 -0.09 -0.4546
C -4.698 6.901 0.581 -0.01 -0.02 0.05 -0.3980
H 3.425 0.385 1.690 -0.25 0.16 0.10 0.4841
C -7.189 -11.038 -1.615 -0.04 -0.01 -0.06 -0.1947
N 4.723 -3.474 -1.894 0.05 0.04 0.04 -0.3044
H 2.307 -0.689 3.142 0.00 0.25 0.16 0.3892
H -1.593 -2.481 2.629 0.03 -0.10 0.15 0.4460
C -6.160 -11.895 -1.265 0.00 0.01 0.01 -0.3691
O -1.051 0.358 0.285 0.63 0.65 0.55 -0.3163
H 4.345 -4.612 -0.236 0.04 0.00 0.07 0.4060
H 3.181 0.374 -0.783 0.07 0.08 -0.20 0.6278
C 1.210 0.214 -0.023 0.13 0.31 -0.95 1.1997
C 4.499 8.882 -1.662 -0.01 0.04 -0.07 -0.2622
H 6.733 -4.845 0.427 -0.03 -0.01 0.01 0.3899
H -3.492 -8.409 1.570 -0.03 -0.02 -0.04 0.3648
H -1.190 6.263 3.273 0.00 0.00 0.01 0.4071
H 7.735 -2.479 -3.009 -0.01 0.01 -0.02 0.3832
H -6.699 8.132 -1.839 -0.04 -0.02 0.04 0.3473
C 6.767 8.995 -1.604 0.05 0.04 -0.07 -0.2460
H 2.298 2.947 -1.673 -0.06 0.37 -0.09 0.1786
C 6.825 8.314 -0.397 -0.02 -0.01 0.01 -0.3427
C -3.534 7.982 -1.190 0.04 0.05 -0.06 -0.3685
H -4.139 -3.764 0.245 -0.05 0.01 0.02 0.4384
H 0.847 -4.305 -0.652 -0.02 -0.12 0.26 0.3545
C 3.186 -1.768 1.848 0.20 -0.94 0.28 0.2857
C -0.489 7.769 1.908 0.05 -0.01 0.04 -0.6615
H 5.300 -2.347 -3.505 0.05 0.01 -0.02 0.3951
C 1.233 5.907 0.960 0.11 -0.04 -0.10 -0.4261
O 1.076 1.004 1.211 -0.40 -0.24 -0.16 -0.5607
O 3.502 -2.875 1.469 -0.43 1.10 0.39 -0.4696
N 1.261 7.118 0.405 -0.11 -0.01 0.08 -0.4939
I -0.489 -3.556 -3.400 0.20 0.04 0.33 0.0698
H 7.674 9.333 -2.093 0.03 -0.02 0.04 0.3402
H -5.220 -7.060 2.760 0.01 -0.01 0.01 0.4481
H -6.740 -8.837 0.902 -0.04 0.03 -0.04 0.3289
H 2.030 -3.483 -1.631 0.20 -0.04 -0.04 0.6304
H -2.556 7.087 0.499 0.03 -0.02 -0.03 0.4176
O 2.580 -1.607 3.053 0.16 -0.28 -0.39 -0.5297
C -3.498 7.300 0.017 -0.07 -0.01 -0.03 0.0033
C 5.661 -2.895 -2.641 -0.07 0.05 -0.05 -0.2586
H 5.637 7.376 1.128 0.00 0.00 0.01 0.3784
H 0.333 -1.121 2.193 0.11 0.14 0.15 0.1154
H 0.120 1.906 -2.674 0.22 0.22 -0.59 0.2919
C -7.416 -9.918 -0.833 -0.01 0.02 0.01 -0.4533
H -6.837 6.906 0.322 -0.02 0.00 -0.02 0.3642
C -1.613 -1.759 1.814 0.10 -0.49 0.53 -0.6643
C 7.423 -3.678 -1.246 0.05 0.01 0.03 -0.1584
H 0.396 4.548 2.394 -0.01 -0.02 -0.03 0.3485
C -0.441 -1.445 -1.201 -0.17 0.09 -0.53 -1.5844
C 6.461 -4.284 -0.456 0.03 0.02 -0.06 -0.7078
H 1.094 3.346 -0.635 0.15 0.18 0.38 0.1185
C -2.931 -6.764 0.305 0.01 0.05 -0.05 -0.2481
C 5.130 -4.155 -0.824 -0.17 -0.05 -0.04 -0.0132
H -1.159 8.543 2.254 0.01 0.03 -0.02 0.4481
C -4.812 -5.300 1.594 0.03 -0.07 -0.03 -0.6001
H 0.449 9.000 0.411 -0.03 0.03 0.04 0.4011
H 2.616 -1.263 -0.787 -0.11 -0.18 -0.08 0.2494
H 3.590 9.126 -2.201 -0.04 -0.03 0.04 0.3778
B 1.157 1.366 -1.175 -0.11 0.07 -0.02 1.2043
H -2.165 -7.313 -0.232 -0.01 -0.05 0.02 0.3711
I -2.050 -0.580 -2.297 0.13 -0.25 0.31 -0.0012
```
Positions in Å, forces in eV/Å.